Record 1
The following is a quantum chemistry calculation of one molecule with the formula C12H21ClO4 in a non-equilibrium geometry, from the Open Molecules 2025 dataset.

Geometry as XYZ:
```
38
Properties=species:S:1:pos:R:3:forces:R:3:mulliken_charge:R:1
Cl -0.191 4.922 -1.310 -0.655 -1.701 -0.915 -0.209
O 2.326 2.550 -0.159 1.601 -1.765 1.797 -0.302
O 3.488 0.573 -0.320 0.278 1.379 2.275 -0.398
O 1.641 -1.159 0.013 0.975 2.590 1.119 -0.305
O 4.675 2.528 0.852 -7.604 -4.034 -5.046 -0.522
C -1.852 -1.915 1.408 -0.488 -0.179 0.090 0.120
C 2.211 0.159 0.349 -0.775 2.471 0.346 -0.202
C -2.488 -0.604 0.660 -1.199 -0.398 0.466 -0.966
C 0.899 -1.745 1.146 0.770 -0.711 1.435 -0.271
C -1.723 -1.563 3.012 -0.310 0.111 0.072 -1.266
C 3.641 1.968 0.207 2.045 1.051 1.432 0.580
C 0.547 2.389 -2.598 -0.060 -0.421 -0.523 -0.666
C 0.585 1.076 -1.595 0.575 1.294 -0.019 0.202
C -0.707 3.412 -2.316 -0.401 -0.708 -1.659 -0.407
C -0.490 -2.519 0.726 0.486 -0.844 -0.355 0.150
C -0.602 -2.711 -0.930 -1.400 0.797 0.642 -0.906
C 1.297 1.459 -0.132 -0.478 -2.735 -0.539 0.516
H 0.772 -0.904 1.949 -0.183 -1.677 -1.465 0.160
H 1.583 2.980 -2.625 -2.392 -1.314 0.358 0.315
H -0.965 -0.686 3.249 -1.522 -1.797 -0.665 0.280
H -0.378 -3.633 1.142 -0.223 2.488 -0.722 0.415
H -1.660 2.875 -1.839 2.366 1.294 -0.682 0.248
H 1.634 -2.551 1.631 -1.591 1.715 -1.001 0.070
H 0.417 1.570 0.652 2.134 0.653 -1.450 0.166
H -1.406 -2.498 3.652 -0.661 1.814 -1.316 0.299
H 0.119 -3.537 -1.343 -1.377 1.831 0.849 0.337
H 2.454 0.419 1.469 -0.792 -1.626 -1.625 0.340
H -0.510 0.720 -1.344 2.259 0.705 -0.607 -0.490
H -1.068 3.797 -3.384 0.834 -0.496 2.525 0.303
H -2.672 -2.779 1.333 1.897 1.768 0.102 0.325
H -2.791 -1.187 3.379 2.303 -0.900 -0.733 0.359
H -2.367 0.323 1.371 -0.011 -1.581 -1.735 0.285
H -1.740 -3.014 -1.121 2.529 0.381 0.280 0.291
H -0.476 -1.659 -1.470 0.059 -2.460 1.098 0.078
H 1.165 0.220 -2.160 -1.080 1.702 1.408 0.323
H 0.424 1.954 -3.703 0.042 1.001 2.376 0.329
H -3.664 -0.799 0.589 2.526 0.564 0.119 0.293
H -2.128 -0.429 -0.439 -0.480 -0.257 2.270 0.128
```
Positions in Å, forces in eV/Å.

Output
* LUMO: 0.500 eV
* HOMO: -10.2 eV
* 2S+1: 1

=====

Record 2
The following is a quantum chemistry calculation of C16H17Br4FeIN2O2SSi as an isolated structure, from the Open Molecules 2025 dataset.

Geometry as XYZ:
```
45
Properties=species:S:1:pos:R:3:forces:R:3:mulliken_charge:R:1
I 2.274 4.581 1.681 0.004 0.073 0.001 -0.253
Br -4.318 3.572 -4.960 -0.002 -0.009 0.002 -0.236
Br -6.183 3.805 -2.218 0.016 -0.004 0.002 -0.237
Br -4.799 3.064 0.746 0.003 0.004 -0.029 -0.199
Br -1.129 2.578 -4.672 -0.010 0.007 0.012 -0.200
Fe 0.020 1.694 0.297 -0.094 0.108 -0.405 0.187
S 1.261 1.013 3.148 -0.009 -0.026 0.127 -0.360
Si -0.950 -3.242 -0.299 -0.008 -0.070 0.031 -0.003
O -1.914 2.269 0.416 0.181 -0.084 0.107 -0.943
O -0.433 2.063 -1.770 -0.005 -0.018 -0.047 -0.830
N 2.335 -1.095 1.799 -0.047 0.072 -0.256 0.144
N 3.804 0.356 2.443 0.165 0.129 0.031 0.182
C -3.592 3.157 -3.253 0.054 -0.008 0.063 0.151
C -1.807 -3.374 -1.957 -0.052 0.005 -0.099 -0.966
C -1.644 2.444 -1.917 -0.006 -0.021 -0.057 0.771
C -4.366 3.260 -2.116 0.039 -0.008 -0.001 0.100
C 3.551 -1.494 1.279 -0.041 0.045 0.078 -0.528
C 1.330 3.368 0.119 -0.058 -0.240 0.022 -0.793
C 2.472 0.078 2.474 -0.071 -0.009 -0.039 -0.020
C -0.292 -1.596 -0.033 0.214 0.119 -0.033 0.160
C 0.415 -4.539 -0.262 0.081 -0.072 -0.007 -1.002
C -3.789 2.955 -0.863 -0.001 -0.013 0.043 -0.243
C 0.029 -0.412 0.069 -0.138 0.150 0.207 0.023
C -2.183 -3.694 1.038 -0.089 -0.021 0.058 -0.984
C 4.367 1.602 2.924 0.038 -0.059 -0.013 -0.794
C 4.472 -0.605 1.697 -0.013 0.019 0.029 -0.323
C -2.465 2.554 -0.720 -0.179 0.044 0.011 0.787
C -2.247 2.751 -3.144 -0.011 0.020 -0.017 -0.457
H -1.122 -3.115 -2.767 -0.007 -0.013 0.014 0.294
H 0.939 -4.542 0.697 -0.020 0.017 -0.010 0.297
H 2.160 3.189 -0.568 0.045 0.066 -0.003 0.404
H -0.006 -5.536 -0.423 0.037 -0.010 0.000 0.274
H -1.733 -3.607 2.030 0.008 -0.004 -0.020 0.304
H 1.151 -4.348 -1.048 -0.011 -0.003 0.011 0.295
H 1.429 -1.296 1.354 -0.027 -0.130 0.117 -0.020
H 3.652 -2.373 0.669 -0.011 0.006 -0.008 0.416
H -2.188 -4.386 -2.130 -0.007 0.016 -0.011 0.269
H 3.886 1.870 3.863 -0.005 -0.021 0.001 0.341
H -2.554 -4.716 0.912 -0.011 0.013 0.008 0.266
H 4.179 2.414 2.219 0.004 -0.079 0.043 0.156
H -3.033 -3.009 1.002 0.007 -0.015 0.016 0.306
H -2.644 -2.673 -2.003 0.010 -0.013 -0.005 0.299
H 5.536 -0.565 1.540 -0.011 0.009 0.007 0.374
H 5.439 1.469 3.071 0.017 -0.019 0.016 0.292
H 0.691 4.109 -0.364 0.019 0.045 0.003 0.294
```
Positions in Å, forces in eV/Å.

Output
* LUMO (alpha / beta): 4.184 / 4.175 eV
* HOMO (alpha / beta): -1.2 / -1.3 eV
* 2S+1: 5
* charge: -2

=====

Record 3
The following is a quantum chemistry calculation of a 2-piece molecular cluster, C4H11N3O2 overall in a non-equilibrium geometry, from the Open Molecules 2025 dataset.

Geometry as XYZ:
```
20
Properties=species:S:1:pos:R:3:forces:R:3:mulliken_charge:R:1
O 2.481 1.680 -0.592 -1.239 0.765 0.613 -0.531
O 2.016 0.626 1.405 -0.222 0.438 0.372 -0.404
N -2.616 -0.921 -1.129 -0.908 -0.019 -0.160 -0.458
N -0.670 0.101 -1.649 0.133 0.096 -0.083 -0.467
N -1.474 0.432 0.480 -0.003 0.897 0.260 -0.419
C -2.379 0.069 1.545 0.206 -0.948 -0.528 -0.964
C -1.639 -0.046 -0.677 0.322 -0.947 0.246 0.542
C 3.581 -0.327 -0.136 -2.533 -0.924 1.588 -0.940
C 2.548 0.776 0.195 2.048 -1.354 -0.847 0.622
H -3.540 -0.986 -0.734 0.413 0.103 0.344 0.214
H 3.459 -1.220 0.485 0.063 0.394 0.656 0.317
H -1.928 0.313 2.502 -0.277 0.457 0.075 0.253
H -3.374 0.488 1.395 -0.023 0.326 0.397 0.301
H 1.589 1.431 1.740 -0.227 -0.026 -0.482 0.349
H -2.282 -1.758 -1.564 0.029 -0.062 -0.225 0.191
H 3.263 -0.788 -1.071 1.250 0.959 -0.765 0.300
H -2.510 -1.020 1.573 -0.126 -0.141 -0.024 0.373
H 4.488 0.171 0.174 0.754 -0.328 -1.172 0.278
H -1.067 0.235 -2.565 0.257 0.145 -0.097 0.248
H 0.057 0.743 -1.377 0.082 0.167 -0.169 0.196
```
Positions in Å, forces in eV/Å.

Output
* LUMO: 0.793 eV
* HOMO: -8.7 eV
* relative energy (zero: lowest compared OMol25 entry of this formula, charge and spin): 29.2 kcal/mol
* 2S+1: 1

=====

Record 4
The following is a quantum chemistry calculation of C56H63IN3OPSb2Ti as an isolated structure in a non-equilibrium geometry, from the Open Molecules 2025 dataset.

Geometry as XYZ:
```
128
Properties=species:S:1:pos:R:3:forces:R:3:mulliken_charge:R:1
I 0.672 -3.047 -0.975 0.052 -0.125 0.255 0.163
Sb -0.189 1.274 -2.475 -0.063 -0.108 -0.647 1.334
Sb -2.754 3.301 -1.067 -0.476 0.097 0.025 0.338
Ti 1.018 -0.248 0.058 -1.438 -0.275 0.361 -1.038
P -1.042 -1.456 2.719 -0.053 0.046 -0.226 -1.944
O -0.502 -0.909 1.431 0.090 -0.076 -0.105 0.485
N -0.108 -1.412 4.060 0.625 0.257 0.229 0.460
N -2.401 -0.594 3.061 -0.014 0.423 0.342 0.511
N -1.424 -3.041 2.612 -0.470 -0.308 0.021 1.329
C 1.607 3.749 -0.199 0.206 0.135 0.090 -0.055
C 1.122 -2.250 4.150 -0.206 0.126 0.126 0.360
C -0.144 1.912 -5.473 -0.024 0.008 0.014 -0.840
C 3.709 -0.544 1.420 0.246 -0.178 0.116 -0.981
C 2.801 2.914 1.685 0.083 0.044 -0.052 0.050
C -6.398 4.271 1.300 0.069 0.042 -0.039 -0.749
C 0.696 1.701 1.000 0.607 0.819 -0.168 1.625
C -1.418 -0.076 -5.073 -0.006 0.099 -0.105 -0.224
C -4.366 4.279 -0.025 -0.013 0.131 0.231 0.186
C 0.147 -0.083 4.689 0.166 -0.283 0.030 -0.028
C 2.625 -1.263 0.946 0.956 -0.861 0.339 1.230
C 2.604 4.697 -0.409 -0.067 -0.104 0.015 -0.776
C 4.605 -2.362 2.729 0.085 -0.186 -0.075 -1.518
C 3.806 3.852 1.473 -0.091 -0.110 -0.004 -0.616
C -1.611 -0.229 -6.443 0.074 0.083 0.031 -0.776
C 1.767 -0.875 -3.758 -0.132 -0.078 0.145 -0.215
C -5.449 3.597 0.533 0.026 0.132 -0.036 0.155
C -2.509 4.126 -4.042 -0.136 -0.014 0.052 -0.258
C -4.787 3.729 -3.385 0.162 0.061 -0.016 -0.334
C -5.197 6.330 0.974 0.004 -0.069 -0.031 -0.550
C 4.705 -1.082 2.273 0.020 0.184 -0.264 -0.989
C 2.623 -2.655 1.324 0.206 -0.103 -0.071 -1.076
C -2.485 0.863 2.801 -0.204 -0.265 0.077 0.415
C 1.525 -0.043 -2.650 0.128 0.333 0.298 0.487
C 3.728 4.741 0.407 -0.017 -0.022 0.016 -0.613
C 1.694 2.799 0.828 -0.110 -0.082 0.190 -0.391
C 3.548 -3.188 2.273 0.018 0.067 -0.201 1.976
C 1.531 -0.232 5.327 0.004 -0.078 -0.037 -0.982
C -3.802 1.399 -1.210 0.321 -0.246 -0.257 -1.264
C -3.842 1.221 3.387 0.031 -0.121 0.078 -0.516
C -2.452 -3.425 1.613 0.127 -0.118 0.142 -0.312
C -4.256 4.146 -5.698 0.002 0.000 0.080 -0.513
C -1.763 -0.090 -1.817 -0.264 0.330 -0.131 0.159
C -1.073 0.695 -7.331 0.023 0.011 0.089 -0.610
C -0.687 0.999 -4.568 0.053 -0.016 -0.055 1.066
C -1.435 -3.987 3.755 -0.017 0.066 -0.278 -0.659
C -4.251 5.655 0.211 -0.122 -0.165 -0.018 -0.639
C 1.710 -3.604 0.774 0.029 0.342 -0.161 0.899
C -2.919 4.289 -5.365 0.027 -0.016 0.101 -0.552
C -6.271 5.636 1.525 0.078 -0.071 -0.050 -0.482
C 2.232 -1.245 4.415 -0.279 0.118 0.285 0.890
C -3.232 -0.953 4.234 -0.039 0.146 -0.255 -0.359
C -0.335 1.767 -6.843 -0.023 -0.071 0.034 -0.576
C -5.195 3.880 -4.703 0.095 0.036 -0.026 -0.680
C 1.565 -4.876 1.229 0.056 -0.255 0.234 -0.613
C 4.013 -1.291 -2.978 -0.023 -0.110 -0.116 -0.768
C -3.868 0.374 4.667 -0.045 0.027 -0.150 -0.940
C -3.434 3.825 -3.040 0.011 -0.015 -0.193 0.171
C 2.991 -1.487 -3.918 0.096 -0.001 0.038 -0.758
C -2.891 -4.818 2.060 -0.037 -0.004 0.082 -0.766
C -2.734 -4.763 3.583 -0.024 0.001 -0.146 -0.709
C 2.545 0.111 -1.702 0.067 0.085 -0.446 0.269
C 3.792 -0.504 -1.873 -0.038 0.134 -0.090 -0.898
C 2.405 -5.325 2.281 -0.176 -0.089 -0.114 -0.740
C -3.184 0.390 -2.196 0.220 0.262 0.285 -0.602
C 3.396 -4.516 2.750 0.127 0.066 0.014 -0.754
H -3.415 6.207 -0.211 -0.050 -0.027 0.071 0.360
H 4.575 -0.351 -1.147 0.004 0.007 0.076 0.486
H -1.544 -1.052 -2.273 0.012 -0.135 0.001 0.376
H 3.109 -1.707 4.870 -0.097 0.090 -0.004 0.543
H -4.572 4.245 -6.729 -0.005 0.023 0.028 0.373
H -0.304 2.041 0.719 -0.210 0.048 -0.009 -0.161
H -7.235 3.726 1.725 0.064 0.037 -0.030 0.381
H 4.516 5.466 0.231 -0.085 -0.055 0.025 0.377
H 0.096 2.487 -7.530 -0.017 -0.017 0.028 0.430
H 2.863 2.250 2.543 0.052 -0.042 -0.054 0.315
H -1.224 0.577 -8.397 0.010 0.002 0.043 0.389
H 2.283 -6.329 2.672 0.012 0.041 -0.065 0.422
H -2.171 -1.078 -6.818 -0.029 0.022 0.013 0.413
H 0.999 -1.020 -4.509 0.026 0.051 0.014 0.338
H -3.293 -2.723 1.638 0.021 0.012 0.038 0.381
H -4.002 -1.668 3.931 0.017 -0.046 -0.009 0.252
H -2.187 4.514 -6.133 -0.035 -0.037 0.051 0.395
H -0.577 -4.659 3.672 0.071 -0.011 0.012 0.280
H 0.674 1.399 2.050 -0.056 -0.089 0.084 -0.972
H -1.846 -0.813 -4.402 0.007 0.005 -0.014 0.303
H -3.935 2.290 3.574 -0.075 -0.014 -0.017 0.436
H 2.418 0.867 -0.900 0.357 0.102 -0.261 -0.093
H -5.532 3.551 -2.617 0.023 -0.052 -0.012 0.294
H -2.226 -5.579 1.644 -0.019 0.045 -0.003 0.311
H -3.186 0.826 -3.198 -0.033 -0.013 -0.056 0.197
H -3.839 -0.484 -2.237 -0.035 -0.032 -0.028 0.427
H 4.658 3.886 2.146 -0.077 0.008 -0.022 0.406
H -6.244 3.789 -4.960 0.020 0.011 0.018 0.398
H 5.333 -2.770 3.425 -0.084 0.025 -0.049 0.375
H 4.983 -1.755 -3.123 -0.083 -0.006 0.007 0.395
H -2.041 -3.418 0.607 0.095 0.019 -0.082 -0.078
H -3.880 0.941 -0.225 0.031 0.022 0.183 0.387
H -7.001 6.158 2.132 0.011 -0.013 -0.037 0.377
H 0.843 -5.547 0.776 0.088 0.018 0.048 0.459
H 2.043 0.729 5.386 0.007 -0.048 0.023 0.418
H -1.702 1.425 3.319 0.020 -0.032 -0.022 0.190
H -1.457 4.231 -3.790 -0.048 -0.047 -0.040 0.414
H -2.687 -5.745 4.052 -0.040 0.012 -0.019 0.421
H -3.260 0.856 5.435 0.009 -0.014 0.021 0.301
H -4.809 1.661 -1.539 -0.004 -0.039 0.010 0.717
H 4.097 -4.884 3.493 -0.064 0.038 -0.008 0.407
H -3.568 -4.208 4.021 0.020 -0.010 0.021 0.275
H -0.632 0.162 5.414 -0.019 -0.042 0.002 0.128
H -4.871 0.230 5.066 0.017 0.029 0.037 0.445
H -4.643 0.904 2.711 0.055 0.071 0.016 0.206
H 2.497 5.409 -1.221 -0.001 -0.037 0.040 0.412
H 3.813 0.497 1.136 -0.009 0.150 0.048 0.614
H 1.269 -2.833 3.242 -0.159 0.078 0.150 -0.852
H -2.642 -1.412 5.030 0.051 0.026 0.007 0.287
H 0.728 3.763 -0.823 -0.125 -0.052 -0.175 0.451
H -5.095 7.397 1.149 -0.003 -0.094 -0.027 0.388
H 1.443 -0.638 6.340 -0.013 0.044 -0.051 0.336
H -2.380 1.059 1.741 -0.023 0.029 -0.212 -0.886
H -5.567 2.530 0.370 0.007 0.070 0.049 0.259
H 5.533 -0.459 2.596 -0.042 0.014 -0.023 0.400
H 0.441 2.753 -5.106 -0.053 -0.076 -0.044 0.371
H -1.366 -3.466 4.707 -0.007 0.046 -0.004 0.372
H 2.528 -0.770 3.478 -0.083 -0.042 0.168 -1.127
H 0.174 0.709 3.940 0.006 0.013 -0.076 -0.182
H -1.689 -0.211 -0.737 0.004 -0.109 0.163 -0.648
H -3.910 -5.039 1.741 0.038 -0.045 -0.006 0.406
H 3.172 -2.104 -4.792 -0.002 0.020 0.050 0.416
H 1.028 -2.942 4.993 -0.058 -0.037 0.009 0.195
```
Positions in Å, forces in eV/Å.

Output
* LUMO (alpha / beta): 0.409 / 0.409 eV
* HOMO (alpha / beta): -5.5 / -6.9 eV
* relative energy (zero: lowest compared OMol25 entry of this formula, charge and spin): 0.0 kcal/mol
* 2S+1: 3